(1)
Molecular formula: C4H8ClNO5S2
Method: DFT, the ωB97M-V functional and the def2-TZVPD basis

The geometry in XYZ format:
```
21
Properties=species:S:1:pos:R:3:forces:R:3:mulliken_charge:R:1
H 1.203053 -0.619999 -2.287759 -2.3 -1.3 1.0 0.35
O -0.768498 -1.618813 1.942309 0.2 0.0 -0.4 -0.69
H -0.430317 -0.266192 -2.283859 1.3 -1.5 1.0 0.32
Cl 2.081197 -2.417272 -0.128239 0.4 -1.2 0.0 -0.13
H -2.856841 -0.873916 -0.637203 1.1 0.0 -0.1 0.38
C 0.522360 -0.327205 0.096168 -2.7 -0.1 -4.4 -0.26
C 0.716060 2.338237 1.153906 -0.5 -1.6 -0.7 -1.02
C 1.781804 -0.880838 0.562098 0.5 -0.8 -0.2 0.47
C -2.074724 -1.619790 -0.316694 -0.5 2.7 -2.3 -1.04
H -1.425137 -1.824160 -1.240644 -1.3 -0.5 1.7 0.42
H 1.153908 1.589041 1.822882 0.3 0.7 0.1 0.32
O -1.565691 0.544338 1.214483 -1.6 2.5 0.4 -0.61
H 1.349292 3.092772 0.759618 0.9 0.8 0.4 0.46
O 2.567127 -0.346950 1.259300 0.3 0.7 0.7 -0.41
N 0.239427 -1.058763 -1.914733 1.9 4.3 1.1 -0.73
O -0.687250 1.656566 -1.072839 -0.7 0.4 -0.4 -0.64
H -2.807915 -2.298804 0.076475 0.9 -1.2 0.8 0.42
O 1.773677 1.542270 -1.013725 1.0 0.3 -0.9 -0.66
H -0.219763 2.690900 1.507199 -0.8 0.3 0.3 0.33
S -1.068016 -0.710910 0.860258 0.9 -4.3 1.2 1.38
S 0.516246 1.409488 -0.359001 0.7 -0.1 0.6 1.35
```
Forces are in eV/Å.

Calculated total energy in Eh: -1844.55324
E_HOMO (alpha / beta) in Ha: -0.409 / -0.409
Energy relative to the best compared isomer or geometry (same formula, charge and spin) in kcal/mol: 54.9

=====

(2)
Molecular formula: C17H28N2O
Method: DFT, the ωB97M-V functional and the def2-TZVPD basis

The geometry in XYZ format:
```
48
Properties=species:S:1:pos:R:3:forces:R:3:mulliken_charge:R:1
C -3.350262 -0.623052 -1.279793 -0.1 0.0 -0.3 0.43
H -3.316121 -1.758528 1.974549 0.0 0.0 0.0 0.25
C 4.486388 -1.281028 0.072813 -0.1 0.0 0.2 -0.57
H 2.057400 1.695451 0.315857 0.1 -0.1 0.0 0.24
H -3.986647 2.227182 0.553308 0.1 -0.1 0.0 0.24
H -4.875756 0.133281 1.556229 -0.1 0.0 0.0 0.50
H -1.620027 0.288838 -2.206651 0.0 0.1 0.0 0.43
C -1.992593 1.481740 0.228548 0.0 -0.1 0.0 -1.70
H 3.122648 -1.191212 1.726300 0.0 0.0 0.1 0.28
H -1.779917 2.198520 -0.570399 0.1 0.1 -0.1 0.65
H -4.715073 -1.789272 -0.078389 -0.1 0.0 0.0 0.47
H -1.098560 -1.779578 0.847072 0.0 0.0 0.0 0.53
H -3.434050 0.681652 2.416208 0.0 0.0 0.1 0.47
H -3.844904 1.418117 -1.789722 0.0 0.0 -0.1 0.47
H 4.799497 -0.851795 2.172498 -0.1 0.0 0.0 0.46
O 0.742503 -1.756675 -0.525124 -0.3 -0.4 0.0 -0.70
H 3.009510 1.966984 -1.979077 0.0 0.0 -0.1 0.38
C -3.797153 0.281156 1.466814 0.0 0.0 0.0 -1.48
C -3.110035 -1.049692 1.164957 -0.1 -0.1 0.2 0.44
H 3.320701 1.204795 2.119914 0.0 0.1 0.0 0.28
H 4.774010 -2.326102 0.187658 0.1 0.0 -0.1 0.38
N 0.137040 0.403877 -0.140080 -0.2 0.3 0.1 -0.15
C -3.639310 -1.613022 -0.152827 0.0 0.0 0.0 -1.31
H -5.116301 0.565456 -0.910188 -0.1 0.0 0.0 0.49
H -3.730646 -1.024128 -2.226051 0.0 0.0 0.1 0.25
H -1.339735 -1.352919 -1.608952 0.0 0.0 0.0 0.53
C -1.601821 -0.836759 1.058180 -0.1 -0.1 0.0 -1.47
H 4.541766 1.306284 -1.406691 0.2 -0.1 -0.1 0.32
C -4.035786 0.709478 -0.980027 0.0 0.0 0.0 -1.46
C 2.891620 1.072402 -0.012937 0.1 0.5 0.0 0.60
H -1.603448 1.891129 1.164102 0.1 0.0 0.0 0.44
H 2.782324 -2.112018 -0.984203 0.2 0.2 -0.1 0.48
N 2.354136 -0.165186 -0.542934 0.0 -0.1 0.0 0.08
C 1.051154 -0.583242 -0.405884 0.2 0.2 -0.1 0.46
C 4.040192 -0.694443 1.405088 0.2 0.1 -0.1 -0.72
C 3.789866 0.799686 1.222199 -0.2 -0.1 0.1 -0.86
H -3.153760 -2.566742 -0.367026 0.0 -0.1 0.0 0.50
H 3.708171 -0.936551 -1.933535 0.0 -0.1 0.0 0.31
H 0.369350 1.333206 -0.451692 0.1 -0.1 0.0 0.48
H 4.746300 1.308396 1.088922 0.0 0.1 0.0 0.36
C 3.330582 -1.169604 -0.931054 0.0 -0.3 -0.3 -1.02
H 3.932315 2.820278 -0.736692 0.1 0.1 0.0 0.49
C 3.644562 1.838476 -1.104976 -0.3 -0.1 0.2 -1.72
H -1.205298 -0.440077 1.995796 0.0 0.0 0.0 0.43
C -1.842578 -0.409607 -1.394718 -0.1 -0.1 0.0 -1.49
C -1.301795 0.149574 -0.073342 0.2 -0.1 0.0 0.80
H 5.361428 -0.732185 -0.282434 0.1 0.0 0.0 0.29
C -3.501897 1.267465 0.338374 -0.1 0.3 0.0 0.44
```
Forces are in eV/Å.

Calculated total energy in Eh: -849.39861
E_HOMO in Ha: -0.319
Structure (SMILES): C[C@@H]1CCCCN1C(=O)N[C@]12C[C@H]3C[C@H](C[C@H](C3)C1)C2
Energy relative to the best compared isomer or geometry (same formula, charge and spin) in kcal/mol: 0.0

=====

(3)
Molecular formula: C31H28IN6O3S5Ti
Method: DFT, the ωB97M-V functional and the def2-TZVPD basis

The geometry in XYZ format:
```
75
Properties=species:S:1:pos:R:3:forces:R:3:mulliken_charge:R:1
H -0.143803 3.096095 2.860047 0.1 -0.2 0.1 0.92
H -2.108203 1.473495 3.396247 0.0 0.2 0.0 0.62
H 3.349397 5.245895 -1.081953 0.2 0.0 0.0 0.50
H 0.702097 7.879495 1.003147 0.0 0.1 0.0 0.40
S -0.855003 3.293595 0.592447 0.5 0.4 0.3 -0.02
I 2.890697 -1.124305 4.691447 0.1 0.3 0.1 0.08
C -2.626703 -3.834605 -1.914953 -0.1 -0.1 -0.1 -0.47
H 5.375197 1.222095 3.449747 -0.1 -0.1 0.0 0.19
H 2.365797 -1.581405 1.658647 -0.3 0.0 0.1 0.02
N -2.408403 0.854195 0.138647 0.3 -0.5 -0.3 0.35
C 2.439497 5.425095 -0.532353 0.0 -0.2 -0.1 -0.89
H 1.104097 2.512495 1.710547 -0.1 -0.1 0.1 0.04
C -4.398403 -0.577105 -1.019553 -0.2 0.2 0.1 -0.23
C 0.056197 5.856495 0.788947 0.1 0.1 0.0 -0.58
S 2.206597 2.753395 -0.766053 0.0 0.5 0.1 0.02
C 1.111697 0.225695 -5.098053 -0.1 0.1 0.1 -0.70
S -0.658103 -1.917905 -1.705753 -0.8 -0.4 -0.7 2.19
C 0.632797 0.936795 -4.011453 0.0 0.0 -0.1 -0.68
H -5.149403 -1.197005 -1.490653 -0.2 0.0 0.0 0.47
H -3.106303 -3.154105 -2.598653 -0.1 0.0 -0.1 0.54
C -1.304803 -5.555605 -0.170953 -0.1 0.1 0.0 -1.02
C 2.331497 -0.071505 -2.605053 0.2 0.1 -0.3 0.83
C -0.375103 1.067195 2.200047 -0.6 0.4 0.6 -0.33
C 2.848497 0.895995 3.944547 0.0 -0.2 0.0 -0.74
H -0.215403 1.598395 -4.106853 -0.1 0.0 -0.1 0.50
C 0.358397 4.584195 0.325547 -0.5 -0.2 0.3 0.16
Ti 0.976197 -0.564605 -0.103053 1.8 0.6 -0.5 -0.64
H -5.727503 0.975595 -0.320053 -0.1 0.0 0.0 0.43
H 5.338697 1.085295 1.722647 0.0 0.0 0.1 0.24
S 0.537897 1.655095 -1.365453 0.3 -0.1 -0.5 -0.07
H -3.784003 2.237395 0.711547 -0.1 0.1 0.0 0.44
C 0.944797 6.902295 0.617647 0.0 0.1 0.0 -0.66
C 1.240997 0.791395 -2.774053 0.2 0.1 0.3 0.52
S 3.088797 -0.270905 -1.032853 -0.1 -0.1 0.0 -0.41
C -1.702103 -0.633605 3.246747 0.2 -0.2 -0.2 -0.88
H 3.346397 1.516295 4.683347 0.0 0.0 0.0 0.61
H 0.628197 0.322895 -6.056753 0.0 0.0 -0.1 0.42
H 2.834397 7.494595 -0.204953 0.1 0.1 0.0 0.41
N 4.847897 1.092195 2.603547 0.6 0.2 -0.1 -0.37
C -0.754703 -4.331605 -0.477453 0.2 -0.1 0.0 -0.37
H -0.881603 6.007595 1.301447 -0.1 0.1 0.0 0.49
O -0.911203 -1.454705 -3.031553 -0.4 -0.6 0.1 -0.80
H 2.580597 -1.168705 -5.792253 0.1 0.0 -0.1 0.42
H -0.928603 -2.630105 3.067547 0.0 -0.1 0.0 0.61
H 3.669597 -1.402805 -3.584853 0.1 -0.1 -0.1 0.53
H 1.279297 -3.037505 1.618647 0.0 0.1 -0.4 0.58
N -3.160503 -1.032005 -1.097553 0.3 0.2 0.1 -0.40
N -0.951003 -0.770405 -0.592253 0.7 -1.3 -0.8 0.64
N -3.087303 -7.135805 -0.409653 -0.2 -0.2 0.1 -0.47
C -0.810703 -1.587305 2.814947 0.0 0.1 -0.1 -1.21
C 2.207097 -0.611505 -4.947253 0.0 0.0 0.0 -0.65
H -2.569303 -0.923105 3.819347 -0.1 0.0 0.1 0.46
H 1.800697 1.165695 3.849447 0.1 0.0 0.0 -0.05
C -3.183203 -5.054405 -1.603053 0.1 0.1 0.0 -0.91
C -1.412803 -3.475105 -1.347753 0.5 0.7 0.0 -0.28
C -2.535203 -5.941805 -0.726853 0.2 0.4 0.0 1.15
C 2.138497 6.685595 -0.052353 -0.1 0.0 0.1 -0.66
O 0.795197 -2.047305 -1.374353 -0.2 -0.9 -0.2 -0.90
O 2.887797 0.781595 1.556047 0.6 0.1 0.3 -0.28
H -0.786603 -6.230705 0.492647 0.1 -0.1 0.1 0.33
C 1.352097 -1.961605 1.494347 0.0 0.1 0.2 0.00
C -3.652803 1.296195 0.193047 -0.3 -0.1 -0.1 -0.10
C 3.522597 0.924595 2.590447 -0.4 -0.1 0.2 0.35
C -2.212903 -0.293505 -0.513553 -1.6 0.8 0.3 0.00
C 0.305297 -1.173605 2.062647 -0.1 0.0 0.8 0.73
C -1.458403 0.717195 2.987047 0.6 0.1 -0.1 -0.65
C 1.567997 4.358195 -0.327953 -0.1 -0.2 -0.3 0.75
H -4.126803 -5.345505 -2.037253 -0.1 0.0 -0.1 0.32
H -2.554603 -7.811505 0.107747 -0.1 0.0 0.0 0.20
N 0.424297 0.128495 1.671147 -0.7 -0.5 1.2 1.18
C 0.044497 2.481195 1.978747 -0.2 0.4 -0.3 -0.81
C 2.821197 -0.749605 -3.717453 -0.1 -0.1 0.1 -0.89
H 0.209097 -4.040605 -0.085853 0.0 -0.1 0.1 0.50
H -3.905203 -7.457505 -0.894853 0.0 0.0 0.0 0.20
C -4.715903 0.610995 -0.377153 0.1 -0.1 0.0 -1.23
```
Forces are in eV/Å.

Calculated total energy in Eh: -4890.36885
Total charge: +1
E_HOMO in Ha: -0.383
Energy relative to the best compared isomer or geometry (same formula, charge and spin) in kcal/mol: 71.9

=====

(4)
Molecular formula: C7H5NO2S2
Method: DFT, the ωB97M-V functional and the def2-TZVPD basis

The geometry in XYZ format:
```
17
Properties=species:S:1:pos:R:3:forces:R:3:mulliken_charge:R:1
C -3.443788 0.080732 -0.084185 -0.8 -0.8 -1.8 0.51
C 1.689164 1.060362 -0.311972 1.4 -0.6 1.3 -0.38
H 2.062117 -0.296557 1.310990 -0.2 0.1 0.0 0.26
S -3.854784 0.619825 1.376839 0.3 0.3 0.8 -0.41
C 1.249387 0.324596 0.920307 0.3 0.8 0.0 -0.68
N -0.565348 1.078547 -1.092622 0.3 -0.4 -0.7 -0.67
C -0.917906 0.202769 -0.238617 0.4 0.7 0.0 -0.13
S 1.719069 -2.738512 0.739011 0.8 -1.0 0.7 -0.67
C 0.789284 1.340763 -1.255509 -2.1 1.1 -1.3 -0.41
O 0.182992 -2.183086 -1.273600 -0.4 0.4 0.0 -0.63
C 0.575084 -1.852614 -0.165797 -0.2 -0.1 -0.4 0.19
H 0.960481 1.043466 1.705251 -0.2 -0.2 0.1 0.27
C 0.058812 -0.586412 0.573629 -1.2 -0.7 0.4 0.13
O -3.884613 -0.325672 -1.110860 1.4 0.5 1.1 -0.42
H 1.050071 1.843308 -2.186984 0.0 0.1 0.1 0.34
H 2.734556 1.344181 -0.402714 -0.1 -0.1 -0.2 0.30
H -0.404576 -0.955691 1.496827 0.1 0.0 0.0 0.40
```
Forces are in eV/Å.

Calculated total energy in Eh: -1271.19748
Total charge: -2
E_HOMO (alpha / beta) in Ha: 0.095 / -0.012
Expectation value of S²: 2.017
2S+1: 3